(1)
DFT (ωB97M-V with the def2-TZVPD basis set) results for C23H23BeN7O2 as an isolated structure.

Last column: Mulliken charge in e.
Geometry (Å):
Be 0.44 0.75 -0.07  -0.21
C 2.13 3.48 2.51  -0.47
C 1.73 2.98 1.28  -0.02
N 0.86 1.98 1.20  0.22
C 0.35 1.48 2.34  0.04
C 0.83 1.94 3.57  -0.05
N 1.71 2.93 3.64  -0.53
C -0.74 0.53 2.13  0.35
C -1.54 0.07 3.16  -0.57
C -2.65 -0.72 2.87  0.40
C -2.90 -0.98 1.52  -0.78
C -2.08 -0.48 0.53  0.62
N -0.98 0.24 0.83  0.07
C -2.47 -0.62 -0.90  0.35
C -3.51 -1.45 -1.32  -0.24
N -3.99 -1.37 -2.55  -0.54
C -3.44 -0.51 -3.39  -0.42
C -2.32 0.23 -3.01  -0.21
N -1.85 0.18 -1.77  -0.26
C -3.55 -1.21 3.92  0.44
C -3.81 -0.42 5.04  -0.54
C -4.69 -0.90 6.01  -0.46
N -5.28 -2.09 5.92  -0.54
C -5.03 -2.84 4.85  -0.43
C -4.18 -2.44 3.83  -0.57
H 2.79 4.33 2.59  0.43
H 2.10 3.38 0.34  0.33
H 0.53 1.50 4.51  0.45
H -1.31 0.32 4.19  0.55
H -3.79 -1.54 1.25  0.61
H -3.95 -2.21 -0.69  0.44
H -3.90 -0.40 -4.36  0.41
H -1.81 0.87 -3.71  0.47
H -3.38 0.57 5.15  0.48
H -4.92 -0.32 6.89  0.38
H -5.53 -3.80 4.81  0.38
H -3.99 -3.11 2.99  0.50
C 3.23 -1.72 -0.69  -1.19
C 2.56 -1.09 0.48  0.85
C 3.19 -1.27 1.82  -1.16
O 1.52 -0.46 0.36  0.06
H 3.45 -2.77 -0.49  0.42
H 4.19 -1.23 -0.86  0.38
H 2.62 -1.63 -1.59  0.21
H 4.26 -1.10 1.77  0.41
H 3.05 -2.30 2.15  0.36
H 2.73 -0.61 2.56  0.25
C 2.36 2.61 -2.81  -1.21
C 1.51 1.40 -2.56  1.08
N 1.36 0.52 -3.54  -0.30
O 0.95 1.23 -1.46  -0.79
H 2.99 2.49 -3.68  0.51
H 2.97 2.81 -1.93  0.23
H 1.70 3.47 -2.96  0.31
H 1.79 0.67 -4.44  0.24
H 0.76 -0.27 -3.42  0.27

The highest occupied orbital energy comes out at -14.122 eV. The strongest force on any atom comes out at 0.009 Eh/bohr. For the relative energy (zero: lowest compared OMol25 entry of this formula, charge and spin), the calculation gives 0.488 eV. As for the net charge: +2.

=====

(2)
DFT (ωB97M-V with the def2-TZVPD basis set) results for a 2-piece molecular cluster, C25H20F3NO2 overall at a distorted geometry.

Last column: Mulliken charge in e.
Geometry (Å):
C 3.99 -0.29 2.89  -1.12
C 2.56 0.08 3.22  -0.13
O 1.64 -0.80 2.62  -0.35
C 0.37 -0.36 2.85  0.65
C -0.71 -1.21 2.38  0.03
C -2.09 -0.87 2.52  0.85
C -2.52 0.35 3.05  -0.32
C -3.86 0.63 3.20  -0.79
C -4.81 -0.30 2.84  -0.40
C -4.42 -1.51 2.29  -0.69
C -3.08 -1.79 2.11  -0.65
C -0.40 -2.39 1.80  0.07
N -0.21 -3.43 1.27  -0.70
O 0.13 0.70 3.42  -0.71
H 4.72 0.21 3.54  0.38
H 4.12 -1.37 2.98  0.32
H 4.24 -0.04 1.85  0.17
H 2.35 0.04 4.30  0.29
H 2.30 1.10 2.88  0.29
H -1.78 1.07 3.35  0.65
H -4.16 1.58 3.60  0.41
H -5.85 -0.10 3.00  0.40
H -5.15 -2.23 1.99  0.40
H -2.78 -2.72 1.67  0.40
F 5.77 -0.02 -2.67  -0.25
C 5.30 1.22 -2.42  0.89
F 5.86 1.72 -1.30  -0.25
F 5.55 2.03 -3.47  -0.24
C 3.79 1.14 -2.22  0.34
C 3.18 1.84 -1.21  -0.74
C 1.81 1.80 -1.06  -0.82
C 1.00 1.04 -1.93  1.17
C -0.39 1.06 -1.71  -0.41
C -1.45 0.32 -2.30  1.01
C -2.77 0.72 -2.01  -0.46
C -3.85 0.07 -2.55  -0.73
C -3.65 -1.02 -3.38  -0.34
C -2.37 -1.45 -3.66  -0.82
C -1.28 -0.80 -3.13  -0.27
C 1.66 0.36 -2.98  -0.43
C 3.02 0.41 -3.11  -1.13
H 3.78 2.44 -0.55  0.49
H 1.34 2.36 -0.27  0.39
H -0.72 1.77 -0.97  0.28
H -2.92 1.57 -1.36  0.40
H -4.85 0.41 -2.32  0.42
H -4.50 -1.52 -3.82  0.40
H -2.22 -2.32 -4.29  0.41
H -0.31 -1.22 -3.29  0.40
H 1.09 -0.16 -3.73  0.40
H 3.52 -0.10 -3.91  0.43

The highest occupied orbital energy comes out at -6.092 eV. The strongest force on any atom comes out at 0.096 Eh/bohr. For the relative energy (zero: lowest compared OMol25 entry of this formula, charge and spin), the calculation gives 1.687 eV.

=====

(3)
DFT (ωB97M-V with the def2-TZVPD basis set) results for C41H43N11S2Ti as an isolated structure at a distorted geometry.

Last column: Mulliken charge in e.
Geometry (Å):
Ti 0.00 -0.40 0.34  0.79
C -0.83 -0.03 -3.00  -1.31
N 0.30 -0.47 -2.15  1.43
C 1.36 0.56 -2.23  0.31
C 2.58 0.23 -1.40  -1.32
N 2.35 0.47 0.05  1.47
C 3.42 -0.24 0.79  -1.36
C 2.53 1.89 0.40  -0.98
C 3.70 2.56 0.05  -0.50
C 3.93 3.86 0.48  -1.01
C 3.01 4.48 1.32  -0.75
C 1.86 3.81 1.68  -0.82
C 1.59 2.53 1.20  0.92
S 0.06 1.79 1.57  -0.07
C 0.80 -1.73 -2.70  -0.92
C 0.94 -1.93 -4.07  -0.63
C 1.38 -3.14 -4.57  -0.92
C 1.69 -4.18 -3.71  -0.77
C 1.61 -3.98 -2.34  -0.91
C 1.18 -2.75 -1.83  1.17
S 1.24 -2.50 -0.10  -0.47
H -0.49 0.23 -4.01  0.55
H -1.28 0.85 -2.59  0.06
H -1.56 -0.83 -3.08  0.34
H 0.94 1.49 -1.87  -0.86
H 1.66 0.70 -3.28  0.78
H 3.41 0.82 -1.77  0.20
H 2.85 -0.82 -1.53  0.85
H 4.40 -0.01 0.37  0.52
H 3.26 -1.31 0.73  0.28
H 3.41 0.07 1.83  0.29
H 4.45 2.08 -0.56  0.34
H 4.84 4.36 0.18  0.44
H 3.21 5.47 1.69  0.42
H 1.14 4.28 2.34  0.55
H 0.71 -1.14 -4.77  0.37
H 1.47 -3.27 -5.64  0.43
H 2.01 -5.14 -4.10  0.42
H 1.90 -4.76 -1.65  0.50
C -0.39 5.21 -2.55  -0.62
C 0.29 4.17 -1.93  -0.27
N -0.36 3.15 -1.39  0.29
C -1.68 3.12 -1.47  -0.72
C -2.32 4.04 -2.31  -0.74
N -1.69 5.09 -2.81  -0.59
C -2.52 2.11 -0.77  0.76
C -3.84 2.54 -0.60  -1.51
C -4.84 1.65 -0.23  0.12
C -4.47 0.33 -0.10  -1.36
C -3.13 -0.03 -0.23  -0.05
N -2.13 0.84 -0.47  1.39
C -2.79 -1.43 -0.01  0.33
C -3.75 -2.44 -0.18  -0.56
N -3.59 -3.67 0.28  -0.63
C -2.45 -3.89 0.94  -0.94
C -1.45 -2.96 1.00  -0.32
N -1.57 -1.72 0.46  1.26
C -6.23 2.10 -0.05  0.29
C -6.79 3.08 -0.86  -0.62
C -8.10 3.46 -0.65  -0.41
N -8.86 2.95 0.31  -0.59
C -8.34 2.01 1.09  -0.48
C -7.04 1.54 0.94  -0.48
H 0.10 6.11 -2.89  0.42
H 1.37 4.15 -1.88  0.35
H -3.35 3.92 -2.62  0.64
H -4.08 3.58 -0.76  1.36
H -5.22 -0.42 0.12  0.91
H -4.67 -2.25 -0.71  0.62
H -2.34 -4.86 1.42  0.45
H -0.51 -3.20 1.46  0.34
H -6.22 3.51 -1.67  0.48
H -8.56 4.22 -1.28  0.39
H -8.99 1.61 1.85  0.38
H -6.66 0.78 1.61  0.41
C -2.82 0.19 5.13  -0.73
C -2.82 0.76 3.73  -0.48
N -1.94 -0.05 2.90  0.51
C -0.75 -0.56 3.32  -0.40
N 0.13 -0.99 2.43  1.28
C 1.33 -1.62 2.97  -0.95
C 1.02 -2.43 4.22  -0.81
C 0.49 -1.47 5.25  -0.74
N -0.58 -0.67 4.66  0.29
C -1.38 0.13 5.59  -0.73
H -3.25 -0.81 5.12  0.29
H -3.41 0.82 5.80  0.41
H -2.47 1.80 3.74  0.31
H -3.82 0.74 3.30  0.23
H -1.92 0.24 1.94  -0.23
H 2.07 -0.86 3.23  0.17
H 1.76 -2.27 2.21  0.23
H 1.91 -2.93 4.59  0.39
H 0.26 -3.19 3.99  0.30
H 1.29 -0.82 5.62  0.32
H 0.07 -2.01 6.11  0.52
H -0.96 1.14 5.67  0.29
H -1.30 -0.34 6.57  0.38

Its multiplicity is 2. The highest occupied orbital energy (spin up / spin down) comes out at -9.573 / -9.583 eV. The strongest force on any atom comes out at 0.053 Eh/bohr. For the relative energy (zero: lowest compared OMol25 entry of this formula, charge and spin), the calculation gives 0.305 eV. As for the net charge: +1.